Record 1
C8H30N2O6 | ωB97M-V/def2-TZVPD

Each line ends with the Mulliken charge.
Cartesian coordinates (Å):
O  3.09287  -5.03001  10.11805  -0.5383
H  2.55545  -5.79629  9.88779  0.2753
H  3.92709  -5.14187  9.62666  0.3549
O  5.74328  -5.73594  9.19749  -0.6732
H  6.04274  -6.58247  9.55481  0.3180
H  5.40117  -5.94136  8.31617  0.3089
O  5.76842  -4.29505  11.82606  -0.6033
H  5.52637  -4.97326  12.49333  0.5494
H  5.42797  -4.63501  10.98592  0.1702
O  7.57112  -2.21994  12.52653  -0.6513
H  6.98868  -1.62276  12.04954  0.2828
H  7.10084  -3.07453  12.50580  0.4617
C  -1.71932  -5.06164  13.99460  -1.4053
C  -0.98588  -4.08190  14.89241  0.4836
C  0.35925  -3.65495  14.30049  -0.6694
O  1.15988  -4.81111  14.09863  -0.3367
C  2.35298  -4.50261  13.40107  -0.4154
N  -1.85501  -2.90405  15.06077  -0.7609
H  -2.67922  -5.34403  14.43485  0.3685
H  -1.10663  -5.95147  13.84025  0.3364
H  -2.04866  -4.68889  13.01937  0.2955
H  -0.80381  -4.59375  15.83618  0.3041
H  0.89549  -3.01765  15.01705  0.3585
H  0.27571  -3.12945  13.34127  0.3121
H  3.02945  -5.34896  13.36118  -0.1019
H  2.80980  -3.62257  13.87134  0.3003
H  2.11399  -4.19084  12.37826  0.3805
H  -1.47238  -2.25453  15.74903  0.2849
H  -1.78020  -2.35844  14.20198  0.2917
C  6.92236  -4.42026  15.82034  -1.4160
C  5.41822  -4.72963  15.90110  0.7803
C  5.11941  -6.12072  15.32694  -0.7998
O  5.32315  -6.09006  13.92197  -0.3967
C  4.93158  -7.33505  13.32696  -0.8379
N  5.03591  -4.85996  17.31268  -0.7402
H  7.07983  -3.55141  16.46298  0.4233
H  7.23480  -4.15214  14.81452  0.2671
H  7.49460  -5.27718  16.17191  0.3113
H  4.87151  -3.90233  15.43914  0.0553
H  4.07958  -6.35169  15.59169  0.3391
H  5.73002  -6.87216  15.83267  0.3669
H  5.55042  -8.11072  13.78453  0.3068
H  5.04000  -7.21696  12.24849  0.1621
H  3.86901  -7.54360  13.49598  0.3750
H  4.01795  -4.85150  17.38632  0.2451
H  5.26299  -4.04242  17.87748  0.2769

- relative energy (zero: lowest compared OMol25 entry of this formula, charge and spin) (eV) = 0.4351
- spin multiplicity = 1
- E_tot (Eh) = -883.70461
- lowest unoccupied orbital energy (eV) = -0.077
- structure (SMILES) = COC[C@H](C)N.COC[C@H](C)N.O.O.O.O


Record 2
C5H15N | ωB97M-V/def2-TZVPD

Each line ends with the Mulliken charge.
Cartesian coordinates (Å):
C  -2.16946  -2.13823  1.95484  -1.3639
C  -1.01911  -1.74050  1.04758  0.0394
C  -1.04423  -2.14374  -0.43009  -1.1180
H  -3.13896  -1.66313  1.74001  0.3413
H  -1.99252  -1.84091  2.98531  0.3541
H  -2.36529  -3.21573  1.92833  0.3556
H  -0.15496  -2.17793  1.55776  0.2425
H  -0.94358  -0.64832  1.12908  0.1863
H  -1.92861  -2.78186  -0.52509  0.4407
H  -1.39217  -1.32050  -1.06217  0.2683
H  -0.09379  -2.55691  -0.73146  0.2597
C  1.45365  3.27591  -1.27388  -0.9535
C  2.01709  2.07660  -0.49475  -0.3949
N  1.56554  0.76180  -0.94971  -0.4881
H  0.52687  3.61616  -0.81713  0.2584
H  2.09864  4.15842  -1.19512  0.3202
H  1.36330  3.01740  -2.32427  0.2800
H  3.10800  2.10418  -0.51893  0.3211
H  1.71673  2.08206  0.55380  0.2905
H  0.61578  0.62106  -0.66498  0.1615
H  1.77708  0.51415  -1.90912  0.1988

- relative energy (zero: lowest compared OMol25 entry of this formula, charge and spin) (eV) = 0.5180
- spin multiplicity = 1
- E_tot (Eh) = -254.22307
- lowest unoccupied orbital energy (eV) = 1.058
- structure (SMILES) = CCC.CCN


Record 3
C16H18IN3O2Zr | ωB97M-V/def2-TZVPD

Each line ends with the Mulliken charge.
Cartesian coordinates (Å):
C  1.05137  -1.15409  3.06029  -0.6068
C  -2.94440  -0.22053  0.17778  -1.2949
H  1.22019  -1.52493  4.07582  0.4762
H  0.04612  -1.51992  2.73946  0.1011
H  1.16397  -0.07202  3.06468  0.0952
H  -3.09136  -0.71446  -0.78580  0.3856
H  -3.48030  -0.82504  0.94237  0.5801
H  -3.45830  0.74553  0.14371  0.3616
C  0.25169  -2.86355  -0.11247  -0.1728
C  1.13329  -3.59738  -0.89695  -0.7601
C  1.64552  -3.03847  -2.06109  -0.5636
C  1.24941  -1.75835  -2.42698  -0.8123
H  -0.20624  -3.26727  0.79289  0.4620
H  1.43460  -4.58413  -0.55540  0.4674
H  2.34522  -3.58995  -2.68279  0.4945
H  1.57752  -1.28963  -3.35129  0.4270
N  -0.07069  -1.58570  -0.43294  0.2346
C  0.41080  -1.01951  -1.58637  1.1861
C  0.00175  0.36725  -1.85091  0.1439
N  -0.80187  0.93522  -0.92282  0.4052
C  -1.38676  2.11946  -1.15449  -0.2827
C  -0.10418  2.38761  -3.17418  -0.7722
C  -1.02315  2.89464  -2.25300  -0.9098
H  -2.17598  2.41095  -0.45522  0.4294
H  -1.46833  3.88348  -2.34877  0.4827
C  0.39077  1.10220  -2.98094  -0.7215
H  1.08069  0.63233  -3.67088  0.4302
H  0.20337  2.97363  -4.03818  0.4768
Zr  -1.03524  -0.32377  1.09361  1.0026
I  2.63900  -1.98704  1.89464  0.2274
O  2.54650  1.19114  -0.25473  -0.5211
C  1.81453  1.75108  0.54232  0.0575
C  1.77480  3.20901  0.93429  -0.4684
C  0.47286  3.40168  1.70377  -0.4365
C  -0.07980  2.02159  1.75849  0.9354
O  -1.23404  1.59958  2.16029  -0.7576
N  0.74499  1.13091  1.20063  -0.0923
H  2.64482  3.40651  1.56974  0.3218
H  1.83390  3.84068  0.04463  0.3434
H  0.65614  3.76994  2.71925  0.3400
H  -0.22486  4.07386  1.19375  0.3050

- relative energy (zero: lowest compared OMol25 entry of this formula, charge and spin) (eV) = 2.4816
- spin multiplicity = 1
- E_tot (Eh) = -1279.48114
- lowest unoccupied orbital energy (eV) = -7.885
- total charge = +2


Record 4
C5H14N2 | ωB97M-V/def2-TZVPD

Each line ends with the Mulliken charge.
Cartesian coordinates (Å):
C  -1.90475  -0.68627  1.94743  -0.8033
N  -0.94742  0.30807  1.43219  -0.3537
C  -0.43352  0.06676  0.08044  0.4957
C  1.04358  0.51025  0.07319  -0.8152
C  1.83972  0.17031  -1.16928  -0.6042
N  2.39467  -1.21871  -1.19116  -0.6542
C  -1.17758  0.80629  -1.03790  -1.5120
H  -1.71765  -1.64343  1.47186  0.3026
H  -1.83395  -0.70303  3.03118  0.2746
H  -2.93291  -0.43970  1.63959  0.2773
H  -1.30022  1.23362  1.55204  0.2661
H  -0.47084  -0.99488  -0.16061  0.2263
H  1.06621  1.59180  0.25309  0.3194
H  1.56086  0.12136  0.95266  0.3245
H  1.34937  0.25137  -2.14087  0.3160
H  2.71134  0.82737  -1.25591  0.3536
H  1.68983  -1.83595  -0.79992  0.2433
H  3.19424  -1.26721  -0.56338  0.2532
H  -2.25912  0.82441  -0.89042  0.4098
H  -1.01770  0.25343  -1.96771  0.3980
H  -0.85419  1.82411  -1.25651  0.2823

- relative energy (zero: lowest compared OMol25 entry of this formula, charge and spin) (eV) = 0.9620
- spin multiplicity = 1
- E_tot (Eh) = -308.38771
- lowest unoccupied orbital energy (eV) = 1.084
- structure (SMILES) = CN[C@@H](C)CCN


Record 5
C3H7NO2 | ωB97M-V/def2-TZVPD

Each line ends with the Mulliken charge.
Cartesian coordinates (Å):
C  -0.80624  0.43397  0.07858  0.0488
C  -1.76677  -0.72839  0.13384  -1.0925
C  1.21042  -0.16894  -0.17220  0.5839
N  2.19582  0.78287  -0.24528  -0.4374
O  0.17723  0.41721  1.01980  -0.5277
O  1.28975  -1.33691  -0.41702  -0.4897
H  2.01624  1.61869  0.29177  0.2576
H  3.12519  0.38714  -0.19766  0.2817
H  -1.28939  1.41102  -0.07976  0.3735
H  -0.12845  0.24272  -0.95475  0.1252
H  -1.22919  -1.67880  0.11553  0.2672
H  -2.28754  -0.68658  1.09560  0.2824
H  -2.50707  -0.69402  -0.66846  0.3270

- relative energy (zero: lowest compared OMol25 entry of this formula, charge and spin) (eV) = 3.1342
- spin multiplicity = 1
- E_tot (Eh) = -323.66578
- lowest unoccupied orbital energy (eV) = 0.528
- structure (SMILES) = CCOC(N)=O


Record 6
C4H9NOS | ωB97M-V/def2-TZVPD

Each line ends with the Mulliken charge.
Cartesian coordinates (Å):
C  -1.25567  -1.15936  -1.47371  -0.7821
N  -1.47618  -0.25642  -0.34769  -0.4417
C  -0.35915  0.62448  -0.04327  0.0775
C  0.80613  -0.11015  0.63130  -0.7468
S  0.40931  -0.75392  2.31714  -0.8112
C  0.13076  1.44525  -1.31306  -0.7909
O  0.90778  0.81921  -2.21737  -0.9118
H  -1.71745  -0.74966  -2.36771  0.2108
H  -1.79119  -2.10474  -1.26397  0.3444
H  -0.20707  -1.34906  -1.68134  0.2551
H  -1.68580  -0.80779  0.47469  0.3055
H  -0.68771  1.40766  0.66265  0.1903
H  1.66052  0.57004  0.67470  0.3213
H  1.08156  -0.93877  -0.00969  0.1893
H  0.63438  2.33293  -0.82609  0.3321
H  -0.83824  1.82775  -1.74539  0.2582

- relative energy (zero: lowest compared OMol25 entry of this formula, charge and spin) (eV) = 0.9019
- spin multiplicity = 1
- E_tot (Eh) = -685.88530
- lowest unoccupied orbital energy (eV) = 6.251
- structure (SMILES) = CN[C@H](C[O-])C[S-]
- total charge = -2


Look up the spin multiplicity of the sixth one.
1


Copy entry 2 word for word.
C5H15N | ωB97M-V/def2-TZVPD

Each line ends with the Mulliken charge.
Cartesian coordinates (Å):
C  -2.16946  -2.13823  1.95484  -1.3639
C  -1.01911  -1.74050  1.04758  0.0394
C  -1.04423  -2.14374  -0.43009  -1.1180
H  -3.13896  -1.66313  1.74001  0.3413
H  -1.99252  -1.84091  2.98531  0.3541
H  -2.36529  -3.21573  1.92833  0.3556
H  -0.15496  -2.17793  1.55776  0.2425
H  -0.94358  -0.64832  1.12908  0.1863
H  -1.92861  -2.78186  -0.52509  0.4407
H  -1.39217  -1.32050  -1.06217  0.2683
H  -0.09379  -2.55691  -0.73146  0.2597
C  1.45365  3.27591  -1.27388  -0.9535
C  2.01709  2.07660  -0.49475  -0.3949
N  1.56554  0.76180  -0.94971  -0.4881
H  0.52687  3.61616  -0.81713  0.2584
H  2.09864  4.15842  -1.19512  0.3202
H  1.36330  3.01740  -2.32427  0.2800
H  3.10800  2.10418  -0.51893  0.3211
H  1.71673  2.08206  0.55380  0.2905
H  0.61578  0.62106  -0.66498  0.1615
H  1.77708  0.51415  -1.90912  0.1988

- relative energy (zero: lowest compared OMol25 entry of this formula, charge and spin) (eV) = 0.5180
- spin multiplicity = 1
- E_tot (Eh) = -254.22307
- lowest unoccupied orbital energy (eV) = 1.058
- structure (SMILES) = CCC.CCN


E_tot of number 1 (C8H30N2O6)?
-883.70461 Eh


Which value of relative energy (zero: lowest compared OMol25 entry of this formula, charge and spin) does entry 5 give?
3.1342 eV